Computed, not measured: a structure of composition C40H45Cl4CsN4O4S in a non-equilibrium geometry, with the ωB97M-V functional and the def2-TZVPD basis.

```
99
C40H45Cl4CsN4O4S the ωB97M-V functional and the def2-TZVPD basis
Cs 0.99591 0.19266 1.96957
C -2.75676 0.70001 -0.31964
C -2.60396 2.13158 -0.82996
N -1.34780 2.71730 -0.41140
C -1.39873 4.00250 0.24355
C -2.21055 4.10930 1.54679
S -1.59349 3.03505 2.86238
C -2.96631 1.91282 3.17758
C -3.53395 1.18233 1.95404
N -2.53405 0.61601 1.09661
H -1.99342 0.09923 -0.82157
H -3.74338 0.31720 -0.64848
H -3.45482 2.74382 -0.49982
H -2.67982 2.08996 -1.92795
H -0.82289 2.06760 0.16663
H -1.80328 4.74417 -0.46000
H -0.36894 4.29306 0.45785
H -3.27342 3.91263 1.38721
H -2.13955 5.14544 1.89043
H -3.79028 2.41584 3.69633
H -2.54570 1.18694 3.87912
H -4.12227 1.89934 1.37475
H -4.25755 0.42909 2.31551
H -2.15048 -0.25693 1.44093
C 2.60859 -3.91678 1.60394
C 1.37094 -3.05055 1.75265
O 1.20081 -2.16528 0.92418
C 0.44753 -3.28135 2.87618
C 0.69872 -4.36409 3.74404
C -0.11085 -4.69760 4.80050
C -1.25536 -3.90632 5.03003
C -1.55234 -2.84349 4.23041
C -0.72875 -2.46296 3.10746
O -1.04859 -1.46929 2.40324
H 3.14681 -3.57782 0.72166
H 2.35930 -4.97446 1.49335
H 3.26089 -3.82982 2.47534
H 1.58245 -4.96604 3.56739
H 0.12677 -5.53613 5.44176
H -1.91182 -4.13937 5.86386
H -2.42310 -2.22304 4.40649
C -3.05108 -0.72660 -4.45839
C -3.30527 -1.79903 -3.44058
C -4.50069 -2.51107 -3.41802
C -4.72763 -3.47351 -2.44806
C -3.75755 -3.73291 -1.49325
C -2.54307 -3.04982 -1.47989
C -1.52630 -3.31928 -0.41600
C -2.34054 -2.08799 -2.47344
N -1.17661 -1.26216 -2.46242
C -0.08946 -1.70659 -2.92005
C 0.15312 -3.07794 -3.47482
C 1.12117 -0.74115 -2.89202
C 2.21597 -0.96144 -3.89081
N 1.07133 0.16179 -2.03014
C 2.14227 1.10871 -1.93007
C 3.31127 0.71862 -1.30707
C 3.54444 -0.71149 -0.93369
C 4.24546 1.70839 -1.00809
C 4.03067 3.02625 -1.37144
C 2.87587 3.36955 -2.05686
C 1.90022 2.41969 -2.33547
C 0.60526 2.79510 -2.99233
H -3.96913 -0.47854 -4.99288
H -2.30216 -1.03062 -5.19564
H -2.66524 0.17672 -3.98169
H -5.25612 -2.28557 -4.16325
H -5.66553 -4.01571 -2.42716
H -3.93580 -4.47677 -0.72503
H -1.74574 -4.26016 0.09122
H -1.51260 -2.53563 0.33982
H -0.50757 -3.37318 -0.80465
H -0.74650 -3.69170 -3.42855
H 0.94698 -3.56623 -2.90310
H 0.49648 -3.02077 -4.50852
H 1.80245 -0.96179 -4.90186
H 2.70292 -1.92832 -3.74048
H 2.96636 -0.17302 -3.80640
H 3.70068 -1.35690 -1.81527
H 2.70388 -1.13186 -0.39104
H 4.43612 -0.78871 -0.30956
H 5.13728 1.43081 -0.45816
H 4.74219 3.79235 -1.09073
H 2.69268 4.40320 -2.32521
H 0.66819 3.80770 -3.39476
H -0.21172 2.75629 -2.26590
H 0.34667 2.11869 -3.81334
Cl 6.05971 4.91705 4.44133
C 4.72270 4.22807 3.54548
C 4.11126 4.93476 2.55047
Cl 4.64049 6.55624 2.15032
C 3.04359 4.33728 1.83860
Cl 2.20919 5.29887 0.62002
C 2.56733 3.04439 2.06447
O 1.61621 2.50005 1.39629
C 3.21402 2.28456 3.18190
O 2.81096 1.10890 3.48031
C 4.26397 2.92682 3.85092
Cl 5.04043 2.02314 5.14203
```

The value obtained for the HOMO energy is -0.536 eV. The orbital gap comes out at 3.968 eV. The calculation puts the energy above the lowest of the compared OMol25 structures with the same formula, charge and spin at 1.427 eV. Its total charge is -2.

---

Computed, not measured: a structure of composition C47H43F3MnNO3P3S2, with the ωB97M-V functional and the def2-TZVPD basis.

```
103
C47H43F3MnNO3P3S2 the ωB97M-V functional and the def2-TZVPD basis
Mn -0.31067 0.54971 0.09672
C 5.92191 4.55245 1.12369
S 6.36834 3.43049 -0.21595
C 5.33096 4.03617 -1.57580
C 4.05129 3.23784 -1.81114
C 3.12550 3.32087 -0.61533
N 1.93132 2.46186 -0.64838
P 2.00589 0.74988 -0.72672
C 2.28332 0.20716 -2.43337
C 2.39244 -1.16982 -2.63195
C 2.45642 -1.69145 -3.91344
C 2.39438 -0.84574 -5.01331
C 2.26452 0.52221 -4.82238
C 2.20574 1.04615 -3.53870
C 3.48811 0.29942 0.19518
C 3.44955 0.52719 1.57256
C 4.56233 0.25057 2.34796
C 5.70786 -0.27150 1.75833
C 5.74466 -0.50838 0.39360
C 4.63825 -0.21805 -0.39180
P 0.48146 2.86946 0.18138
C 0.92319 3.37359 1.87213
C 0.41396 2.60448 2.91455
C 0.76165 2.88054 4.22968
C 1.62522 3.92754 4.50982
C 2.12506 4.71411 3.47812
C 1.76846 4.44634 2.16675
C -0.02730 4.42414 -0.60155
C 0.28485 4.68814 -1.93227
C -0.20853 5.82343 -2.55747
C -1.03372 6.69652 -1.86306
C -1.35703 6.43360 -0.53837
C -0.85400 5.30651 0.09152
H 6.59285 4.32604 1.95107
H 4.89676 4.41801 1.46921
H 6.07920 5.59026 0.83126
H 5.94616 3.98978 -2.47442
H 5.11707 5.09341 -1.40116
H 4.31379 2.19430 -2.00555
H 3.56073 3.61917 -2.71248
H 2.78126 4.34946 -0.49354
H 3.70391 3.05605 0.27541
H 2.42220 -1.84214 -1.77902
H 2.55365 -2.76063 -4.05402
H 2.44314 -1.25294 -6.01481
H 2.20895 1.18761 -5.67506
H 2.08496 2.11310 -3.40214
H 2.55159 0.92893 2.03389
H 4.53495 0.43483 3.41464
H 6.57495 -0.49244 2.36750
H 6.64062 -0.90638 -0.06462
H 4.67411 -0.38790 -1.46075
H -0.25947 1.78428 2.69864
H 0.35610 2.27788 5.03235
H 1.90040 4.14166 5.53448
H 2.78432 5.54371 3.69976
H 2.13179 5.08966 1.37704
H 0.91634 4.00238 -2.48554
H 0.05352 6.02680 -3.58848
H -1.42126 7.58199 -2.34998
H -1.99669 7.11321 0.01002
H -1.10431 5.11805 1.12942
C -6.70737 -2.36449 0.23813
C -6.22687 -2.01747 -1.01972
C -4.95064 -1.50097 -1.15195
C -4.15338 -1.32108 -0.02043
C -4.64065 -1.65867 1.23817
C -5.91882 -2.18721 1.36333
P -2.45193 -0.72915 -0.15324
C -2.41999 0.45290 -1.53999
C -1.33152 0.57653 -2.41116
C -1.23182 1.68069 -3.25456
C -2.19021 2.67598 -3.22692
C -3.26377 2.57392 -2.35023
C -3.37525 1.47935 -1.51325
C -1.50887 -2.18324 -0.73264
C -1.42618 -2.58455 -2.06869
C -0.63738 -3.65458 -2.45515
C 0.07046 -4.38052 -1.50858
C -0.03122 -4.04185 -0.16805
C -0.80129 -2.94978 0.18499
H -7.70521 -2.77125 0.33851
H -6.85063 -2.15100 -1.89396
H -4.57248 -1.22296 -2.12917
H -4.02617 -1.50348 2.11751
H -6.29979 -2.45167 2.34094
H -0.56350 -0.18789 -2.47208
H -0.39641 1.74126 -3.93918
H -2.10510 3.53420 -3.88076
H -4.01472 3.35267 -2.31767
H -4.20988 1.41828 -0.82419
H -1.99168 -2.04782 -2.81948
H -0.59234 -3.93239 -3.50031
H 0.66981 -5.23101 -1.80362
H 0.44813 -4.63232 0.59983
F 2.09125 -2.17784 3.69224
C 1.41789 -2.74464 2.71094
F 1.21101 -4.02386 2.97850
F 2.09577 -2.62640 1.57446
S -0.21047 -1.85981 2.56361
O -1.02604 -2.75159 1.58010
O -0.85295 -1.94368 3.81772
O 0.12569 -0.58785 2.00553
```

As for the multiplicity: 5. The value obtained for the HOMO energy (alpha / beta) is -9.752 / -8.415 eV. The orbital gap (alpha / beta) comes out at 7.637 / 6.168 eV. The calculation puts the energy above the lowest of the compared OMol25 structures with the same formula, charge and spin at 1.131 eV. Its total charge is +1.